No. 1
Computed, not measured: an isolated ion of composition C5H13N and charge -1, with ωB97M-V/def2-TZVPD.

The geometry in XYZ format:
```
19
Properties=species:S:1:pos:R:3:forces:R:3
C -0.96400 0.93145 -0.24540 0.47 -2.05 1.32
C -1.45417 1.83004 -1.32568 -0.15 0.51 -1.50
C 0.37517 0.19743 -0.57733 -1.11 0.44 0.72
N 0.57650 -1.08378 0.12775 0.50 0.10 0.71
C -0.27238 -1.36617 1.30983 0.05 1.43 -1.00
C 2.00326 -1.18212 0.47793 -1.21 -0.45 0.06
H -0.97603 1.36185 0.76034 0.55 0.55 -0.28
H -1.58821 0.05923 -0.01701 -0.75 0.43 -0.75
H -2.14447 1.32748 -2.01553 -0.14 -0.05 0.31
H -0.65467 2.13384 -2.01637 0.22 0.02 0.33
H -1.91393 2.77070 -1.01751 -0.13 -0.16 0.33
H 0.31341 -0.01456 -1.64528 0.41 0.15 -0.21
H 1.19063 0.87892 -0.32510 0.24 0.06 -0.39
H -0.51669 -0.44073 1.84647 0.39 -0.08 0.46
H -1.26162 -1.68945 0.98189 0.08 -0.79 0.21
H 0.28729 -2.03505 1.95362 -0.41 -0.33 0.12
H 2.29617 -0.49353 1.28336 0.12 0.43 -0.31
H 2.51272 -1.01718 -0.47075 0.68 -0.06 0.31
H 2.19104 -2.16838 0.91477 0.19 -0.13 -0.47
```
Positions in Å, forces in eV/Å.

Computed properties:
E_LUMO (alpha / beta)   4.108 / 4.169 eV
Maximum force   0.04835 hartree/bohr
2S+1   2
Energy relative to the best compared isomer or geometry (same formula, charge and spin)   1.2821 eV
HOMO level (alpha / beta)   1.483 / -4.587 eV
<S²>   0.750
Charge   -1

Atomic partial charges in e from the natural (NBO) method, atoms 1 to 5:
1 C -0.6663
2 C -0.6921
3 C -0.2663
4 N -0.4672
5 C -0.7995

***

No. 2
Computed, not measured: a 10-piece molecular cluster, H20O10 overall, with ωB97M-V/def2-TZVPD.

The geometry in XYZ format:
```
30
Properties=species:S:1:pos:R:3:forces:R:3
O 7.13003 9.70091 -3.52499 0.39 0.24 0.22
H 7.95165 9.22620 -3.65078 0.23 -0.03 0.07
H 6.52669 9.30766 -4.15552 -0.51 -0.53 -0.68
O 4.86819 11.24632 -3.01173 -0.47 0.39 0.12
H 5.59252 10.68906 -3.29638 0.38 0.00 0.14
H 4.22070 10.63637 -2.65824 -0.15 -0.15 0.13
O 7.82939 13.47713 -7.32533 -0.15 -0.22 -0.04
H 7.68571 14.21766 -6.73609 -0.11 0.31 0.36
H 8.55677 12.99504 -6.93196 0.28 -0.20 0.00
O 5.71994 11.31949 -6.82818 -0.10 -0.32 -0.24
H 6.19482 12.04089 -7.24087 0.38 0.37 -0.20
H 6.32376 10.98212 -6.16650 0.28 -0.14 0.32
O 4.71833 9.26586 -9.07608 -0.12 -0.35 0.06
H 5.07885 10.08479 -9.41608 0.26 0.15 -0.22
H 3.85955 9.50745 -8.72915 -0.24 0.03 0.16
O 6.42118 11.20722 -10.32845 -0.06 -0.13 0.08
H 7.23764 11.58809 -10.65183 0.25 -0.02 -0.10
H 5.88222 11.96159 -10.09038 -0.18 0.41 0.03
O 7.18016 8.38708 -7.72236 0.40 -0.04 0.50
H 7.35544 7.76247 -8.42618 -0.05 -0.16 -0.15
H 6.79783 9.14532 -8.16409 -0.38 0.22 -0.22
O 3.85207 12.67589 -5.34119 -0.65 0.68 -0.12
H 3.75576 12.18717 -4.52381 0.25 -0.12 0.33
H 4.65745 12.33561 -5.73080 0.05 -0.33 -0.16
O 6.54298 15.07048 -9.21638 -0.40 0.22 -0.19
H 6.96625 14.47517 -8.59777 0.25 -0.26 0.04
H 6.90633 14.82927 -10.06846 0.10 0.08 -0.22
O 5.07046 8.90488 -5.32549 0.00 0.09 0.49
H 5.21281 9.03977 -6.26238 0.11 0.07 -0.58
H 4.77905 7.99581 -5.25546 -0.04 -0.26 0.03
```
Positions in Å, forces in eV/Å.

Computed properties:
E_LUMO   -0.160 eV
Maximum force   0.01944 hartree/bohr
Energy relative to the best compared isomer or geometry (same formula, charge and spin)   2.5702 eV
HOMO level   -9.928 eV
SMILES   O.O.O.O.O.O.O.O.O.O

Atomic partial charges in e from the natural (NBO) method, atoms 1 to 5:
1 O -0.9843
2 H 0.4825
3 H 0.4950
4 O -0.9568
5 H 0.4875

***

No. 3
Computed, not measured: a 3-piece molecular cluster, C4H14N2O2 overall, with ωB97M-V/def2-TZVPD.

The geometry in XYZ format:
```
22
Properties=species:S:1:pos:R:3:forces:R:3
C -0.14152 -0.47827 1.62521 -1.58 -2.08 -0.53
C -0.21663 -1.28730 0.32014 1.29 -2.01 0.39
C -1.06333 -0.64605 -0.68703 -0.79 -0.45 -3.36
C -0.75316 -0.96713 -1.98669 -1.83 3.17 0.41
N -0.94334 -0.13741 -3.11798 2.61 -3.41 0.88
N 0.84109 0.46221 1.82254 -1.65 2.24 0.94
H -0.04075 -1.29242 2.33467 0.17 0.28 0.86
H -1.13412 -0.07785 1.76079 -0.44 0.32 0.25
H 0.81873 -1.50344 -0.16011 -1.43 0.66 1.08
H -0.51348 -2.32063 0.66156 -0.32 0.74 -0.46
H -1.95170 0.03391 -0.52251 1.67 -0.27 0.27
H -0.43058 -1.89348 -2.34620 1.76 -1.35 0.38
H -0.38829 -0.42259 -3.91180 -0.82 0.38 -0.08
H -1.65778 0.47287 -3.15910 -2.49 2.53 -0.50
H 1.67044 0.02472 1.87444 3.85 -1.07 0.02
H 0.83122 1.30376 1.29643 -0.03 0.34 -0.57
H 4.10742 -0.53178 0.43750 1.35 -2.23 -6.45
H 4.77756 0.04378 1.60180 -1.45 -0.41 -0.34
O 3.90438 -0.26144 1.23595 0.11 2.62 6.81
H -3.17622 2.62265 0.44544 3.02 1.40 0.26
H -2.30507 3.78114 -0.03304 -0.30 3.72 -2.81
O -2.23487 3.07476 0.50798 -2.72 -5.13 2.56
```
Positions in Å, forces in eV/Å.

Computed properties:
E_LUMO   0.797 eV
Maximum force   0.14187 hartree/bohr
Energy relative to the best compared isomer or geometry (same formula, charge and spin)   3.5640 eV
HOMO level   -7.172 eV
SMILES   N/C=C/CCN.O.O

Atomic partial charges in e from the natural (NBO) method, atoms 1 to 5:
1 C -0.1963
2 C -0.4370
3 C -0.3258
4 C 0.0216
5 N -0.8347